# 1
Below is a structure of composition C26H25IOPS3Sb2Se4W, with properties calculated with the ωB97M-V functional and the def2-TZVPD basis.

Atoms and positions in Å:
W -0.334 -1.217 -0.379
S -0.318 -3.770 3.049
Sb 0.824 -1.943 2.574
S -0.750 -0.194 1.583
S 1.629 -2.089 -0.010
I -0.274 3.615 0.574
C 0.796 4.159 2.301
C 0.023 4.827 3.212
C 0.597 5.480 4.318
C 1.950 5.513 4.436
C 2.776 4.827 3.514
C 4.180 4.936 3.655
C 5.020 4.288 2.805
C 4.476 3.423 1.840
C 3.123 3.251 1.671
P 2.603 1.788 0.666
C 3.016 2.302 -1.037
C 2.924 1.338 -2.046
C 3.144 1.673 -3.372
C 3.434 2.988 -3.716
C 3.512 3.955 -2.727
C 3.309 3.615 -1.395
C 3.977 0.646 1.100
C 4.004 0.196 2.423
C 4.934 -0.740 2.840
C 5.848 -1.264 1.932
C 5.829 -0.827 0.617
C 4.904 0.126 0.204
C 2.216 4.045 2.457
H -1.045 4.892 3.060
H -0.040 5.993 5.026
H 2.425 6.066 5.237
H 4.568 5.558 4.454
H 6.093 4.388 2.898
H 5.156 2.828 1.243
H 2.676 0.313 -1.793
H 3.070 0.911 -4.137
H 3.593 3.255 -4.752
H 3.731 4.982 -2.988
H 3.373 4.382 -0.634
H 3.291 0.598 3.137
H 4.946 -1.068 3.873
H 6.571 -2.003 2.251
H 6.542 -1.222 -0.095
H 4.915 0.464 -0.824
Se -1.045 -4.994 -5.110
Sb 0.082 -2.923 -5.279
Se -0.630 0.954 -1.550
Se -0.103 -0.913 -2.932
Se -0.020 -1.541 -7.167
C -3.184 -4.067 0.376
C -2.302 -3.718 -0.808
C -1.234 -4.767 -1.054
C -3.108 -3.380 -2.053
O -1.588 -2.498 -0.404
H -3.760 -4.963 0.139
H -3.879 -3.253 0.582
H -2.580 -4.254 1.263
H -1.707 -5.702 -1.353
H -0.653 -4.935 -0.146
H -0.567 -4.456 -1.859
H -4.072 -2.944 -1.791
H -3.275 -4.281 -2.641
H -2.565 -2.674 -2.681

Computed properties:
LUMO (alpha / beta): -1.832 / -3.007 eV
molar mass: 1350.8 Da
HOMO level (alpha / beta): -8.0 / -8.0 eV
frontier orbital gap (alpha / beta): 6.140 / 4.971 eV
multiplicity: 2
expectation value of S²: 0.7690

Atomic partial charges in e from the Löwdin method, atoms 1 to 6: atom 1 (W): 0.38, atom 2 (S): -0.18, atom 3 (Sb): 0.41, atom 4 (S): -0.08, atom 5 (S): 0.04, atom 6 (I): 0.95


# 2
Below is a cluster of 3 separate species, C26H25N5O5 in total at a distorted geometry, with properties calculated with the ωB97M-V functional and the def2-TZVPD basis.

Atoms and positions in Å:
C -3.154 2.033 5.865
C -2.805 0.663 5.125
C -2.311 -0.302 6.258
N -2.174 -1.024 7.155
C -4.145 0.092 4.464
C -4.078 -1.444 4.356
N -4.088 -2.600 4.266
C -4.514 0.866 3.144
C -4.503 0.027 1.819
C -3.085 0.073 1.125
O -2.572 1.159 0.890
N -2.365 -1.135 0.699
C -1.029 -1.008 1.314
C 0.123 -0.374 0.633
C 1.387 -0.285 1.415
C 1.479 -0.805 2.802
C 0.324 -1.461 3.463
C -0.926 -1.551 2.690
H -3.999 2.578 5.360
H -3.482 1.835 6.924
H -2.244 2.691 5.940
H -1.989 0.807 4.377
H -4.949 0.322 5.223
H -5.484 1.413 3.270
H -3.735 1.675 3.012
H -4.922 -1.005 1.890
H -5.176 0.575 1.094
H -2.252 -1.114 -0.322
H 0.050 0.020 -0.409
H 2.284 0.188 0.923
H 2.419 -0.733 3.403
H 0.331 -1.857 4.500
H -1.815 -2.034 3.152
C 1.875 -3.903 -3.459
C 3.037 -3.440 -4.063
C 3.753 -2.398 -3.488
C 3.296 -1.829 -2.302
C 2.130 -2.284 -1.697
C 1.420 -3.324 -2.281
N 4.061 -0.747 -1.678
O 5.065 -0.363 -2.243
O 3.648 -0.294 -0.623
H 1.323 -4.720 -3.908
H 3.388 -3.894 -4.982
H 4.657 -2.047 -3.969
H 1.765 -1.846 -0.776
H 0.512 -3.687 -1.815
C 3.112 4.267 -4.330
C 3.269 3.858 -5.649
C 2.747 2.641 -6.065
C 2.066 1.846 -5.153
C 1.912 2.243 -3.831
C 2.439 3.459 -3.421
N 1.492 0.572 -5.594
O 1.662 0.244 -6.753
O 0.875 -0.083 -4.775
H 3.517 5.220 -4.008
H 3.796 4.489 -6.353
H 2.873 2.331 -7.094
H 1.386 1.622 -3.117
H 2.322 3.781 -2.393

Computed properties:
LUMO: -0.577 eV
SMILES string: C[C@@H](C#N)[C@H](C#N)CCC(=O)Nc1ccccc1.O=[N+]([O-])c1ccccc1.O=[N+]([O-])c1ccccc1
molar mass: 487.5 Da
HOMO level: -8.8 eV
frontier orbital gap: 8.194 eV
multiplicity: 1

Atomic partial charges in e from the Löwdin method, atoms 1 to 6: atom 1 (C): -0.07, atom 2 (C): -0.27, atom 3 (C): -0.19, atom 4 (N): 0.15, atom 5 (C): -0.24, atom 6 (C): -0.19


# 3
Below is a structure of composition C26H25N5PdS4SbTe at a distorted geometry, with properties calculated with the ωB97M-V functional and the def2-TZVPD basis.

Atoms and positions in Å:
Pd -0.291 0.024 0.052
S 3.169 0.906 2.124
Sb 2.100 -1.172 2.333
S -0.082 -0.236 2.365
S 1.690 -1.477 -0.212
C -0.708 0.375 -5.219
N -1.835 0.282 -4.298
C -3.161 0.148 -4.664
C -3.885 0.116 -3.539
N -2.995 0.239 -2.465
C -1.727 0.319 -2.959
S -0.203 0.477 -2.225
C -3.449 0.324 -1.115
C -4.738 0.796 -0.898
C -5.243 0.782 0.388
C -4.447 0.300 1.413
C -3.169 -0.115 1.105
N -2.653 -0.095 -0.138
H -1.095 0.338 -6.233
H -0.027 -0.456 -5.048
H -0.179 1.314 -5.064
H -3.465 0.083 -5.694
H -4.942 -0.011 -3.401
H -5.332 1.179 -1.713
H -6.247 1.139 0.579
H -4.798 0.255 2.434
H -2.518 -0.487 1.882
N 0.635 6.328 0.380
C 0.460 4.993 0.366
C 1.481 4.121 -0.047
C 1.243 2.770 -0.073
N 0.084 2.212 0.301
C -0.887 3.040 0.711
C -0.755 4.404 0.758
H 1.506 6.741 0.099
H -0.101 6.946 0.668
H 2.450 4.501 -0.344
H 2.018 2.095 -0.413
H -1.812 2.577 1.032
H -1.579 5.014 1.105
Te -0.152 -2.945 -0.033
C 0.650 -4.899 0.076
C 2.002 -5.191 0.088
C 2.388 -6.526 0.090
C 1.425 -7.527 0.083
C 0.073 -7.210 0.078
C -0.330 -5.881 0.082
C -0.417 -3.071 -2.128
C -1.712 -3.317 -2.566
C -1.949 -3.484 -3.925
C -0.894 -3.402 -4.824
C 0.396 -3.161 -4.369
C 0.646 -2.996 -3.014
H 2.751 -4.407 0.092
H 3.439 -6.782 0.098
H 1.730 -8.565 0.090
H -0.672 -7.995 0.079
H -1.389 -5.640 0.093
H -2.538 -3.387 -1.866
H -2.951 -3.697 -4.274
H -1.075 -3.541 -5.882
H 1.220 -3.113 -5.069
H 1.659 -2.825 -2.675

Computed properties:
net charge: +2
LUMO (alpha / beta): -6.459 / -7.336 eV
molar mass: 891.6 Da
HOMO level (alpha / beta): -13.3 / -13.2 eV
frontier orbital gap (alpha / beta): 6.802 / 5.912 eV
multiplicity: 2
expectation value of S²: 0.7563

Atomic partial charges in e from the Löwdin method, atoms 1 to 6: atom 1 (Pd): 0.15, atom 2 (S): 0.09, atom 3 (Sb): 0.46, atom 4 (S): -0.05, atom 5 (S): -0.01, atom 6 (C): -0.01


# 4
Below is a cluster of 5 separate species, C26H25NO8P in total, with properties calculated with the ωB97M-V functional and the def2-TZVPD basis.

Atoms and positions in Å:
C -0.908 0.548 1.171
P -1.463 0.209 2.846
C -0.254 0.786 4.104
N 0.125 2.157 4.004
H -1.748 0.831 0.530
H -0.195 1.378 1.217
H -0.412 -0.331 0.756
H -1.691 -1.160 3.021
H -2.711 0.803 3.049
H -0.697 0.577 5.082
H 0.610 0.118 3.991
H -0.564 2.808 4.347
H 0.531 2.450 3.125
C 2.818 3.980 0.217
C 3.623 4.242 -0.810
C 4.454 3.173 -1.429
O 5.179 3.405 -2.365
C 4.360 1.806 -0.846
C 3.552 1.550 0.180
C 2.720 2.616 0.773
O 1.982 2.376 1.720
H 2.209 4.740 0.689
H 3.720 5.230 -1.241
H 4.986 1.050 -1.301
H 3.476 0.570 0.633
C 6.207 3.879 5.353
C 6.356 2.560 5.250
C 5.294 1.711 4.656
O 5.424 0.511 4.542
C 4.054 2.386 4.193
C 3.906 3.703 4.293
C 4.974 4.556 4.877
O 4.837 5.756 4.956
H 6.967 4.522 5.779
H 7.247 2.044 5.585
H 3.294 1.743 3.767
H 3.014 4.218 3.958
C -5.416 -1.942 -2.581
C -4.526 -0.963 -2.731
C -3.516 -0.690 -1.691
O -2.712 0.221 -1.775
C -3.511 -1.558 -0.489
C -4.395 -2.535 -0.323
C -5.423 -2.805 -1.370
O -6.222 -3.700 -1.227
H -6.163 -2.168 -3.330
H -4.503 -0.326 -3.606
H -2.735 -1.310 0.225
H -4.419 -3.179 0.547
C -3.892 -6.577 -5.878
C -4.758 -5.628 -5.532
C -4.408 -4.191 -5.648
O -5.190 -3.325 -5.311
C -3.067 -3.848 -6.183
C -2.201 -4.795 -6.529
C -2.541 -6.237 -6.395
O -1.746 -7.098 -6.694
H -4.119 -7.633 -5.801
H -5.747 -5.847 -5.150
H -2.847 -2.791 -6.274
H -1.217 -4.575 -6.923

Computed properties:
net charge: +1
LUMO: -4.229 eV
molar mass: 510.5 Da
HOMO level: -11.9 eV
frontier orbital gap: 7.675 eV
multiplicity: 1

Atomic partial charges in e from the Löwdin method, atoms 1 to 6: atom 1 (C): -0.24, atom 2 (P): 1.03, atom 3 (C): -0.42, atom 4 (N): 0.00, atom 5 (H): 0.04, atom 6 (H): 0.04